DFT (wB97M-V/def2-TZVPD) results for 7 unconnected molecules or ions with the total composition C36H63F4IN8O7PS.

```
121
Properties=species:S:1:pos:R:3:forces:R:3
C 0.566192 0.226919 5.358845 0.3 0.2 -0.2
C -0.327822 0.672312 4.248354 -0.2 0.0 0.4
O 0.329759 0.804062 3.013689 0.3 -1.0 -0.2
C 0.377258 -0.380602 2.295245 -0.1 0.2 0.9
C 1.122076 -0.116082 0.993893 0.6 0.8 0.4
C 2.608836 -0.207245 1.364288 0.2 -0.2 0.0
C 3.160646 0.690391 2.428158 -0.1 -0.6 4.3
O 3.174001 0.496689 3.650601 0.1 0.8 -4.5
F 3.821182 1.690514 1.854879 0.2 0.4 0.4
C 0.842812 1.299283 0.381301 0.1 0.5 0.2
C 1.965078 1.964301 -0.500016 -0.2 -0.9 -0.3
C 1.534857 2.536885 -1.828313 0.7 0.5 -0.1
C 2.759054 3.189549 -2.485507 -0.7 -0.2 0.1
I 2.217162 4.935491 -3.568176 0.1 0.1 0.0
P 0.408887 2.803512 1.482160 -0.5 1.0 -0.7
N 0.410273 4.019968 0.541903 0.2 0.1 -0.2
O 1.454366 2.972750 2.639045 0.7 -0.4 0.4
O -1.002800 2.614822 2.172684 -0.7 -0.3 0.1
O -0.365366 1.348429 -0.367106 -0.3 -0.5 0.0
C -1.174588 0.225598 -0.640073 0.5 0.3 0.6
S -2.274631 -0.011643 0.811924 -0.6 0.9 0.5
C -1.925132 0.711082 -1.872330 -0.8 -0.3 -0.1
C -3.399114 1.003738 -1.755033 -0.4 -0.3 -1.1
C -4.341783 -0.163341 -2.026244 0.2 0.4 0.6
C -5.087281 -0.721727 -0.839903 -0.1 -0.7 -0.5
O -6.418028 -1.000418 -1.208292 -0.2 0.4 -0.2
C -6.850928 -2.260659 -0.753125 -0.4 0.7 -0.3
C -0.347322 -1.001537 -0.989082 -0.6 0.5 0.5
C -1.286011 -2.130312 -1.397480 0.1 -0.8 -0.7
C -1.203144 -2.550875 -2.868694 0.1 0.3 0.3
N 0.780239 -1.316162 0.027131 0.2 -0.2 -0.5
C 1.973334 -1.741850 -0.783852 -0.1 0.0 -0.4
C 1.692623 -2.783352 -1.846015 0.4 0.3 0.3
C 2.913513 -3.606102 -2.041031 0.4 -1.1 0.1
F 3.087923 -4.461715 -1.010389 -0.1 -0.1 0.3
F 4.031236 -2.894854 -2.118404 0.4 0.5 -0.2
F 2.813190 -4.353576 -3.138721 0.0 0.0 -0.3
C 0.445651 -2.532630 0.810429 0.3 -0.8 -0.2
O 1.503499 -2.837969 1.642935 -0.2 0.2 0.1
C 1.134539 -3.818401 2.594221 0.2 -0.1 0.2
H 0.025459 0.195666 6.277416 -0.5 -0.2 0.7
H 1.037279 -0.714978 5.171031 0.2 -0.7 -0.1
H 1.349055 0.941083 5.488123 0.7 0.5 0.1
H -1.191046 0.024356 4.174781 -0.4 -0.4 -0.3
H -0.708738 1.642232 4.482870 -0.3 0.8 0.0
H -0.616636 -0.754004 2.153132 -0.3 0.0 -0.1
H 0.914276 -1.118341 2.857084 0.5 -0.4 0.4
H 3.251310 -0.065967 0.529695 0.4 0.3 -0.7
H 2.828063 -1.187809 1.713452 -0.1 -0.7 0.5
H 2.358250 2.795647 0.038757 0.5 0.5 0.5
H 2.803485 1.320996 -0.717966 0.3 -0.5 0.1
H 0.802102 3.299370 -1.679732 -0.7 0.1 0.2
H 1.190320 1.778306 -2.497269 -0.5 -0.5 -0.5
H 3.522835 3.416971 -1.771354 0.3 0.6 0.4
H 3.176697 2.520416 -3.195508 0.4 -0.5 -0.7
H -0.493311 4.452784 0.455627 -0.2 0.3 -0.2
H 1.071037 3.570407 3.288737 0.1 0.5 0.3
H -1.679011 2.777748 1.503286 -0.5 0.4 0.0
H -2.648202 -1.280080 0.749835 0.0 -0.5 -0.4
H -1.455007 1.615729 -2.177363 0.6 0.7 -0.1
H -1.797079 0.040696 -2.705610 0.1 -0.5 -0.3
H -3.592246 1.675690 -2.566947 0.0 0.7 -0.6
H -3.679442 1.565836 -0.896896 0.1 0.2 0.8
H -3.791352 -0.923696 -2.547598 0.2 -0.7 -0.3
H -5.094209 0.163724 -2.708399 -0.6 0.3 -0.5
H -4.642351 -1.660568 -0.556883 0.4 -0.5 0.5
H -5.044073 -0.064516 0.010802 -0.1 0.5 0.5
H -6.417569 -3.056526 -1.327407 0.5 -0.5 -0.2
H -6.651669 -2.370896 0.291424 0.2 -0.3 0.7
H -7.909739 -2.296013 -0.895550 -0.8 0.0 -0.1
H 0.146288 -0.659475 -1.870979 0.9 0.1 -0.6
H -2.295923 -1.827168 -1.266800 -0.8 0.6 0.4
H -1.237318 -3.037674 -0.830326 0.2 -0.2 0.6
H -2.148081 -2.410554 -3.351437 -0.6 -0.1 -0.3
H -0.910849 -3.573486 -2.974813 0.1 -0.7 -0.2
H -0.502453 -1.949851 -3.405087 0.5 0.4 -0.5
H 2.732652 -2.129645 -0.153494 0.3 -0.3 0.9
H 2.409222 -0.894765 -1.257108 0.0 0.9 -0.4
H 1.515242 -2.310711 -2.772005 -0.4 0.5 -1.1
H 0.897263 -3.474964 -1.656884 -0.3 -0.3 0.2
H 0.323889 -3.339239 0.119090 0.0 -0.4 -0.5
H -0.510552 -2.449031 1.280156 -0.5 0.4 0.7
H 1.886376 -3.829255 3.353757 0.5 0.0 0.4
H 1.079049 -4.794332 2.160386 -0.1 -0.7 -0.4
H 0.193724 -3.596911 3.066248 -0.6 0.3 0.2
C -6.102566 -5.405146 3.053024 -0.1 -0.1 0.3
C -5.693964 -4.932265 1.742802 0.0 -0.1 0.0
N -5.371847 -4.566358 0.705445 0.2 0.0 -0.1
H -6.795541 -6.237643 2.956964 0.0 0.0 -0.1
H -5.240042 -5.741960 3.623280 0.1 0.0 0.0
H -6.595742 -4.611360 3.609658 0.0 0.1 0.0
C 4.150315 1.445972 -6.862141 0.2 0.0 -0.7
C 3.579778 0.918595 -5.652849 0.1 0.0 0.0
N 3.130142 0.530882 -4.675624 -0.3 -0.3 0.6
H 5.140901 1.033973 -7.046254 0.0 -0.1 0.1
H 3.517918 1.200471 -7.713473 0.0 0.0 0.0
H 4.220215 2.525438 -6.789317 0.0 0.1 0.0
C 6.275360 5.311508 -5.011004 0.2 0.1 0.3
C 5.221158 4.900007 -5.916114 0.0 0.2 0.0
N 4.378195 4.600864 -6.632408 0.0 0.0 -0.1
H 5.855262 5.574246 -4.041682 -0.1 0.0 0.0
H 6.995879 4.508362 -4.871196 0.0 -0.1 0.0
H 6.799775 6.178342 -5.406320 0.0 0.0 -0.1
C -6.131810 3.882800 -0.199538 -0.3 0.0 -0.1
C -4.697061 3.781704 -0.016008 -0.1 0.2 0.1
N -3.564443 3.709112 0.132397 0.4 -0.1 0.2
H -6.597444 2.902842 -0.110441 0.0 -0.1 0.0
H -6.564684 4.540253 0.550711 0.1 0.0 0.1
H -6.362089 4.284453 -1.183644 0.1 0.0 0.0
C 1.865806 6.906948 5.289388 0.2 0.1 0.1
C 0.644307 6.409076 4.682049 0.1 0.0 0.0
N -0.317997 6.016293 4.198616 -0.1 -0.2 -0.1
H 1.673384 7.257185 6.300793 -0.1 0.0 0.0
H 2.618202 6.122854 5.334677 0.0 -0.1 0.0
H 2.268329 7.734254 4.709787 0.0 0.0 -0.1
C 3.826475 -6.958369 2.940583 0.3 0.0 0.0
C 2.387789 -7.151882 2.912592 0.1 0.0 0.0
N 1.250508 -7.289282 2.887300 -0.2 0.0 0.0
H 4.332689 -7.798115 2.470454 0.0 -0.1 0.0
H 4.100959 -6.051094 2.405741 -0.1 0.0 0.0
H 4.180649 -6.875422 3.965581 0.0 0.0 0.1
```
Forces are in eV/Å.

Computed properties:
gap between HOMO and LUMO: 8.477 eV
DFT total energy: -3810.59113 Ha
charge: +1
HOMO level: -10.4 eV
LUMO energy: -0.0717 Ha